Entry 1:
The following is a DFT calculation (wB97M-V/def2-TZVPD) of the molecule C30H46O3.

Each line ends with the Mulliken charge.
Cartesian coordinates (Å):
C -3.44 -3.38 2.15  -1.135
C -2.67 -3.81 1.16  0.210
C -1.77 -4.99 1.34  -1.565
C -2.75 -3.18 -0.21  0.465
C -3.20 -4.18 -1.28  -1.067
C -2.95 -3.42 -2.57  -1.462
C -1.62 -2.66 -2.33  2.181
C -0.55 -3.48 -3.02  -0.222
O -0.10 -3.26 -4.11  -0.606
O -0.18 -4.57 -2.32  -0.463
C -1.66 -1.26 -2.93  -2.412
C -0.40 -0.48 -2.62  -1.850
C 0.00 -0.49 -1.12  2.173
C 1.30 -1.29 -1.03  -2.027
C -1.11 -1.19 -0.28  0.019
C -0.72 -1.23 1.20  -1.254
C -0.49 0.17 1.75  -1.417
C 0.55 0.93 0.93  -0.687
C 0.97 2.27 1.60  1.610
C -0.19 3.22 1.88  -2.468
C 1.61 1.92 2.97  -1.681
C 2.71 2.90 3.41  -0.883
C 2.53 4.27 2.82  0.024
O 2.42 5.27 3.48  -0.629
C 2.59 4.28 1.29  1.646
C 1.89 5.54 0.77  -2.200
C 4.09 4.43 0.95  -1.851
C 2.06 2.94 0.73  0.196
C 1.61 3.07 -0.73  -1.073
C 1.27 1.71 -1.32  -1.265
C 0.15 0.99 -0.57  1.548
C -1.18 1.75 -0.79  -2.162
C -1.43 -2.61 -0.79  -1.407
H -4.12 -2.56 2.03  0.317
H -3.42 -3.84 3.12  0.343
H -0.84 -4.88 0.78  0.259
H -2.26 -5.90 0.98  0.321
H -1.53 -5.13 2.39  0.489
H -3.49 -2.37 -0.17  0.504
H -4.24 -4.47 -1.16  0.429
H -2.57 -5.07 -1.24  0.452
H -2.89 -4.08 -3.44  0.417
H -3.74 -2.70 -2.75  0.430
H 0.45 -5.09 -2.84  0.443
H -1.76 -1.35 -4.02  0.517
H -2.55 -0.75 -2.56  0.588
H -0.53 0.54 -2.99  0.627
H 0.41 -0.91 -3.20  0.495
H 1.71 -1.37 -0.03  0.263
H 2.07 -0.86 -1.67  0.586
H 1.12 -2.30 -1.39  0.562
H -2.02 -0.60 -0.36  1.077
H 0.17 -1.84 1.34  0.229
H -1.52 -1.71 1.76  0.581
H -0.16 0.08 2.79  0.585
H -1.44 0.69 1.76  0.293
H 1.47 0.33 0.95  1.037
H 0.15 4.04 2.52  0.607
H -0.61 3.64 0.98  0.248
H -0.98 2.70 2.42  0.541
H 0.83 1.92 3.73  0.504
H 2.04 0.92 2.94  0.257
H 3.69 2.53 3.08  0.347
H 2.74 2.98 4.50  0.476
H 2.22 6.39 1.36  0.585
H 0.81 5.47 0.86  0.324
H 2.15 5.72 -0.27  0.359
H 4.48 5.35 1.37  0.476
H 4.68 3.60 1.35  0.397
H 4.22 4.45 -0.13  0.381
H 2.91 2.24 0.72  0.597
H 0.76 3.75 -0.80  0.263
H 2.42 3.51 -1.31  0.602
H 2.18 1.11 -1.29  0.478
H 1.00 1.84 -2.37  0.321
H -1.79 1.75 0.10  0.333
H -1.77 1.31 -1.58  0.423
H -0.99 2.78 -1.07  0.517
H -0.62 -3.27 -0.50  0.833

Total energy (Eh): -1396.51614
Orbital gap (eV): 9.61
SMILES: C=C(C)[C@@H]1CC[C@@]2(C(=O)O)CC[C@]3(C)[C@H](CC[C@@H]4[C@@]5(C)CCC(=O)C(C)(C)[C@@H]5CC[C@]43C)[C@@H]12
Max |F| (eV/Å): 0.66
HOMO (eV): -9.059

---

Entry 2:
The following is a DFT calculation (wB97M-V/def2-TZVPD) of a cluster of 10 separate species, C30H46O30 in total in a non-equilibrium geometry.

Each line ends with the Mulliken charge.
Cartesian coordinates (Å):
C -2.11 -2.11 3.96  -0.525
O -0.79 -2.17 4.45  -0.359
C 0.13 -2.60 3.57  0.923
O -0.08 -2.91 2.43  -0.518
O 1.25 -2.83 4.25  -0.407
C 2.40 -3.24 3.51  -0.399
H -2.75 -1.99 4.84  0.406
H -2.50 -3.08 3.62  0.322
H -2.25 -1.39 3.16  -0.041
H 2.25 -4.14 2.91  0.331
H 3.11 -3.54 4.28  0.266
H 2.77 -2.41 2.92  -0.043
C 1.94 3.70 0.09  -0.253
O 2.83 2.58 0.26  0.038
C 3.90 2.67 1.02  0.531
O 4.33 3.63 1.59  -0.603
O 4.46 1.47 0.97  -0.009
C 5.65 1.21 1.64  -0.764
H 1.00 3.29 -0.27  -0.382
H 2.38 4.36 -0.66  0.190
H 1.81 4.18 1.05  0.520
H 6.21 0.38 1.22  0.274
H 5.50 0.97 2.69  0.073
H 6.36 2.04 1.60  0.387
C -1.18 -5.23 -5.86  -0.582
O -1.26 -5.09 -4.48  -0.405
C -0.49 -4.26 -3.79  0.796
O 0.41 -3.64 -4.29  -0.574
O -0.87 -4.23 -2.53  -0.355
C -0.22 -3.35 -1.64  0.012
H -2.13 -5.63 -6.22  0.265
H -0.46 -6.00 -6.18  0.297
H -0.99 -4.32 -6.44  0.222
H 0.87 -3.46 -1.61  0.490
H -0.68 -3.63 -0.70  0.286
H -0.29 -2.29 -1.90  -0.486
O -2.06 3.31 -1.85  -0.560
C -1.01 3.57 -2.32  0.746
O -0.51 2.78 -3.33  -0.228
C 0.50 3.48 -4.05  -0.472
C 0.80 4.63 -3.12  -0.130
O -0.18 4.60 -2.10  -0.328
H 1.35 2.81 -4.20  0.326
H 0.25 3.78 -5.07  0.295
H 0.89 5.54 -3.71  0.360
H 1.76 4.48 -2.64  0.049
O -6.96 -4.02 3.58  -0.518
C -6.14 -3.56 2.88  0.580
O -5.65 -2.30 2.83  -0.413
C -5.03 -2.03 1.55  0.471
C -4.81 -3.46 0.96  -0.150
O -5.52 -4.29 1.91  -0.408
H -5.76 -1.48 0.96  0.346
H -4.09 -1.62 1.85  -0.400
H -3.79 -3.83 1.11  0.174
H -5.19 -3.62 -0.04  0.294
O 1.49 0.20 2.71  -0.271
C 2.16 0.68 3.58  0.485
O 1.89 1.82 4.25  -0.329
C 3.05 2.22 4.98  -0.296
C 3.84 0.93 5.05  -0.540
O 3.34 0.19 3.92  -0.304
H 3.60 3.02 4.49  0.253
H 2.88 2.60 5.99  0.364
H 3.64 0.32 5.93  0.317
H 4.92 1.02 4.90  0.321
O -0.70 -1.57 -7.69  -0.573
C -0.72 -1.23 -6.55  0.461
O 0.41 -1.16 -5.82  -0.399
C 0.13 -0.71 -4.49  1.171
C -1.38 -0.72 -4.46  0.274
O -1.79 -0.88 -5.82  -0.428
H 0.58 -1.39 -3.79  -0.268
H 0.44 0.33 -4.38  -0.401
H -1.89 0.18 -4.12  0.135
H -1.75 -1.50 -3.80  -0.035
O 0.00 6.24 1.41  -0.542
C -1.06 5.69 1.45  0.504
O -1.23 4.40 1.10  0.019
C -2.52 4.02 1.55  -0.107
C -3.30 5.32 1.65  -0.428
O -2.21 6.24 1.85  -0.395
H -3.00 3.34 0.85  0.238
H -2.41 3.60 2.55  0.229
H -3.98 5.40 2.50  0.329
H -3.90 5.62 0.79  0.260
O -2.99 -1.36 -1.69  -0.580
C -2.36 -0.76 -0.87  0.181
O -1.43 0.16 -1.19  0.146
C -1.16 0.93 -0.02  1.013
C -1.58 -0.03 1.11  0.414
O -2.38 -1.01 0.45  0.196
H -0.09 1.05 0.11  -1.019
H -1.78 1.82 -0.01  -0.322
H -2.16 0.57 1.82  0.615
H -0.79 -0.53 1.65  -0.517
O 3.51 -0.35 -3.14  -0.570
C 3.15 -0.65 -2.05  0.409
O 3.79 -1.53 -1.22  -0.487
C 3.02 -1.80 -0.04  -0.450
C 1.89 -0.77 -0.17  1.317
O 2.03 -0.19 -1.46  0.226
H 2.81 -2.85 0.13  0.286
H 3.63 -1.50 0.82  0.199
H 2.08 0.03 0.54  -0.643
H 0.89 -1.19 -0.03  -0.416

Total energy (Eh): -3427.99310
Orbital gap (eV): 10.25
SMILES: COC(=O)OC.COC(=O)OC.COC(=O)OC.O=C1OCCO1.O=C1OCCO1.O=C1OCCO1.O=C1OCCO1.O=C1OCCO1.O=C1OCCO1.O=C1OCCO1
Max |F| (eV/Å): 2.19
HOMO (eV): -10.253